DFT (wB97M-V/def2-TZVPD) results for 11 unconnected molecules or ions with the total composition C5H29NO11 at a distorted geometry.

Each line ends with the Mulliken charge.
Geometry (Å):
1 C -0.48 -2.18 1.53  -1.32
2 C -0.41 -0.95 2.03  -0.22
3 C 0.10 0.22 1.17  0.48
4 C 0.22 1.53 2.00  -0.54
5 C 1.66 1.95 2.04  0.43
6 N 2.37 2.27 0.92  -0.37
7 O 2.23 1.98 3.13  -0.64
8 H -0.81 -2.90 2.27  0.24
9 H -0.31 -2.39 0.49  0.38
10 H -0.72 -0.63 3.02  0.43
11 H 1.11 -0.11 0.91  0.15
12 H -0.49 0.29 0.26  0.08
13 H -0.32 2.32 1.47  0.18
14 H -0.16 1.37 3.00  0.39
15 H 1.98 2.29 -0.01  0.23
16 H 3.34 2.03 1.03  0.22
17 O 1.58 -1.81 -1.44  -0.73
18 H 2.09 -2.24 -0.74  0.35
19 H 1.67 -0.84 -1.41  0.39
20 O -0.69 -2.34 -2.80  -0.66
21 H -0.39 -2.70 -3.64  0.29
22 H 0.17 -2.03 -2.40  0.40
23 O 1.76 0.93 -1.79  -0.71
24 H 2.18 1.02 -2.65  0.28
25 H 0.80 1.07 -1.94  0.40
26 O -2.02 3.65 -0.82  -0.68
27 H -2.62 4.15 -1.38  0.30
28 H -2.67 3.07 -0.38  0.33
29 O -1.08 1.43 -2.22  -0.74
30 H -1.85 0.95 -2.55  0.28
31 H -1.42 2.19 -1.71  0.38
32 O -2.79 -0.62 -3.10  -0.71
33 H -2.09 -1.26 -2.85  0.40
34 H -3.18 -0.98 -3.90  0.27
35 O -3.64 0.79 -0.90  -0.58
36 H -3.31 0.06 -1.47  0.41
37 H -4.51 0.46 -0.66  0.30
38 O -2.74 -2.02 -0.53  -0.64
39 H -1.83 -2.27 -0.70  0.29
40 H -2.77 -1.56 0.31  0.35
41 O 3.16 -2.35 0.87  -0.73
42 H 2.87 -3.19 1.26  0.31
43 H 2.86 -1.76 1.60  0.41
44 O 2.34 -1.34 3.18  -0.66
45 H 1.59 -0.73 3.15  0.29
46 H 2.77 -1.05 3.99  0.32

Spin multiplicity   1
Total energy   -29669.350 eV
Relative energy (zero: lowest compared OMol25 entry of this formula, charge and spin)   190.97 kJ/mol
Net charge   0